Computed, not measured: the molecule C18H16Cl2N2OS at a distorted geometry, with ωB97M-V with the def2-TZVPD basis set.

Values from the calculation:
electronic energy: -59831.42479 eV
LUMO level: -0.297 eV
SMILES: O=C(CN1CCS/C1=N\Cc1ccccc1)c1ccc(Cl)c(Cl)c1
total charge: 0
Kohn-Sham gap: 0.3098 Eh

Structure (XYZ):
```
40
Properties=species:S:1:pos:R:3:mulliken_charge:R:1
O 0.453 2.345 -3.250 -0.55
C -0.002 1.730 -2.354 0.38
C 0.998 1.221 -1.417 -0.73
N 0.778 1.633 -0.024 0.26
C 0.892 3.072 0.269 -0.84
C 1.659 3.234 1.564 -0.56
S 1.216 1.709 2.501 -0.17
C 1.064 0.750 1.012 0.15
N 0.901 -0.582 0.902 -0.24
C 0.852 -1.443 2.090 -1.06
C 1.176 -2.912 1.672 0.43
C 2.464 -3.486 1.645 -0.40
C 2.757 -4.639 1.025 -0.29
C 1.679 -5.443 0.637 -0.64
C 0.395 -4.920 0.726 -0.17
C 0.117 -3.679 1.270 -0.60
C -1.481 1.729 -2.067 0.32
C -1.941 0.905 -1.043 -0.30
C -3.250 0.981 -0.640 -0.66
C -4.109 1.955 -1.196 0.35
Cl -5.901 1.986 -0.772 -0.21
C -3.768 2.701 -2.343 0.15
Cl -4.946 3.534 -3.306 -0.17
C -2.395 2.611 -2.790 -0.68
H 2.053 1.502 -1.649 0.37
H 1.056 0.085 -1.520 0.38
H -0.085 3.623 0.340 0.21
H 1.355 3.496 -0.562 0.52
H 2.710 3.362 1.422 0.32
H 1.312 4.115 2.054 0.41
H -0.199 -1.294 2.360 0.42
H 1.583 -1.079 2.816 0.57
H 3.226 -2.832 2.016 0.34
H 3.823 -4.867 0.911 0.34
H 1.808 -6.235 -0.034 0.37
H -0.400 -5.500 0.194 0.28
H -0.934 -3.412 1.366 0.33
H -1.267 0.264 -0.518 0.58
H -3.696 0.513 0.240 0.35
H -1.952 3.265 -3.544 0.45
```